97
Properties=species:S:1:pos:R:3:lowdin_charge:R:1 method="wB97M-V/def2-TZVPD" spin_multiplicity=2 homo_energy_ev="-11.7 / -11.7" charge=+1 fmax_ev_per_a=3.37 gap_ev="9.5770 / 3.0571" e_lumo_ev="-2.16 / -8.68"
Cl 4.165 9.834 23.724 0.66
C 4.606 11.527 23.927 -0.67
C 5.851 11.724 24.727 -0.57
Cl 6.393 13.478 24.740 0.60
H 3.800 11.971 24.511 0.05
H 4.593 12.080 22.988 0.06
H 6.681 11.076 24.444 0.08
H 5.585 11.405 25.735 0.07
Cl 9.912 14.993 22.721 0.51
C 9.431 15.427 24.404 -0.64
C 9.714 14.275 25.394 -0.66
Cl 11.384 13.630 25.228 0.54
H 8.405 15.788 24.473 0.05
H 9.989 16.332 24.642 0.07
H 9.055 13.416 25.271 0.01
H 9.446 14.621 26.393 0.08
C 0.621 6.046 21.719 -0.03
C 0.409 7.159 22.796 -0.50
C 1.589 7.316 23.731 -0.05
O 0.088 8.307 22.114 -0.06
H -0.341 5.815 21.263 0.08
H 0.928 5.135 22.233 0.08
H 1.306 6.269 20.901 0.08
H -0.355 6.810 23.490 0.14
H 2.329 7.950 23.243 0.02
H 2.004 6.342 23.991 0.09
H 1.271 7.838 24.633 0.07
H -0.757 8.153 21.686 0.12
C 6.341 10.090 20.364 -0.04
C 6.527 11.284 19.505 -0.57
C 7.188 11.066 18.167 -0.02
O 5.322 11.926 19.349 -0.05
H 5.641 10.301 21.172 0.06
H 7.317 9.655 20.580 0.10
H 5.921 9.282 19.764 0.09
H 7.169 12.001 20.016 0.12
H 6.420 10.679 17.498 0.10
H 8.109 10.487 18.239 0.10
H 7.389 12.096 17.871 0.07
H 4.659 11.256 19.169 0.04
C 6.115 14.704 21.515 0.00
C 6.278 15.418 20.135 -0.37
C 7.555 15.231 19.427 0.01
O 5.261 14.841 19.376 0.29
H 6.116 13.617 21.440 0.08
H 5.207 15.043 22.016 0.10
H 6.864 15.035 22.235 0.06
H 5.963 16.458 20.060 0.17
H 7.785 14.170 19.335 0.09
H 8.410 15.712 19.903 0.10
H 7.529 15.707 18.447 0.11
H 5.367 13.912 19.595 0.09
C -0.469 10.671 25.124 -0.06
C -0.730 11.464 23.924 -0.52
C 0.594 11.851 23.271 -0.05
O -1.521 10.744 23.024 -0.03
H -0.018 11.298 25.894 0.08
H 0.233 9.868 24.899 0.07
H -1.338 10.267 25.643 0.10
H -1.302 12.356 24.180 0.15
H 1.280 12.288 23.997 0.07
H 0.429 12.512 22.420 0.08
H 1.168 10.978 22.962 0.05
H -0.917 10.053 22.743 0.04
C 5.064 6.690 27.112 -0.09
C 3.962 7.306 27.883 -0.49
C 3.712 8.720 27.388 -0.06
O 2.848 6.465 27.553 -0.06
H 5.960 7.290 27.269 0.08
H 4.908 6.482 26.053 0.09
H 5.293 5.709 27.529 0.08
H 4.179 7.251 28.950 0.14
H 2.839 9.058 27.947 0.07
H 3.439 8.811 26.337 0.05
H 4.566 9.362 27.605 0.08
H 2.830 5.683 28.109 0.09
C 2.495 11.935 28.433 -0.07
C 2.750 13.336 28.060 -0.52
C 3.736 14.020 29.032 -0.04
O 3.394 13.366 26.819 -0.07
H 2.036 11.794 29.411 0.10
H 3.448 11.409 28.490 0.07
H 1.818 11.489 27.705 0.07
H 1.773 13.806 27.948 0.14
H 3.835 15.095 28.882 0.08
H 4.715 13.561 28.893 0.09
H 3.311 13.906 30.030 0.08
H 3.652 14.284 26.707 0.08
O 3.048 10.488 18.783 0.03
C 2.326 10.184 19.714 -0.53
N 2.635 9.476 20.836 0.17
C 0.874 10.695 19.646 0.01
H 3.548 9.059 20.948 0.08
H 1.854 9.006 21.272 0.06
H 0.198 9.930 19.265 0.09
H 0.666 11.428 18.866 0.09
H 0.572 10.981 20.654 0.05